Computed, not measured: C22H35DyO3 as an isolated structure, with ωB97M-V/def2-TZVPD.

Summary:
E_tot   -1970.0151 a.u.
LUMO level (spin up / spin down)   0.360 / 0.359 eV
Charge   0
Orbital gap (spin up / spin down)   0.28022 / 0.28344 Eh
2S+1   6
Maximum force   0.0511 Eh/bohr
⟨S²⟩   9.356

The geometry in XYZ format:
```
61
Properties=species:S:1:pos:R:3:lowdin_charge:R:1
H -5.38 1.10 -4.99 0.134
H -3.31 1.93 -3.38 0.107
H 0.36 -0.28 3.71 0.077
H 0.17 2.17 -2.47 0.080
C 0.75 -1.76 -1.08 -0.252
C -7.79 -0.29 -3.19 -0.148
H 2.18 -1.07 0.52 0.102
C -3.01 -0.65 -3.84 -0.076
C -2.18 -1.53 3.65 -0.064
H 1.27 -1.51 -2.00 0.092
C -0.73 2.73 -0.48 -0.189
H -7.51 -0.77 -5.29 0.116
H -7.68 1.02 -4.94 0.108
C -1.88 0.32 -3.41 -0.527
H -5.32 -0.68 -4.80 0.114
H -6.83 0.67 -1.44 0.124
H -3.69 -0.05 -4.42 0.054
C -3.28 -0.83 -2.35 -0.078
C -0.52 0.35 3.94 -0.056
H -2.32 -1.57 4.73 0.078
H -6.33 -1.01 -1.70 0.122
Dy -0.89 0.04 -0.04 1.617
C -0.26 2.52 0.84 -0.194
H -1.46 -3.46 0.80 0.101
H -3.16 -1.85 -1.97 0.118
H -2.57 0.53 3.51 0.126
C 0.17 2.09 -1.38 -0.226
O -5.47 0.40 -3.00 -0.214
C -2.29 1.72 -3.79 0.002
C -0.45 -2.53 -0.98 -0.222
H -0.28 1.37 3.65 0.064
H -8.65 0.33 -2.93 0.109
H 1.58 1.46 1.60 0.108
H -3.13 -1.78 3.17 0.078
C 0.38 -2.22 1.16 -0.180
C -1.76 -0.15 3.22 -0.557
H -0.56 -0.06 -5.00 0.102
H -1.57 3.38 -0.77 0.102
H -1.45 -2.29 3.37 0.066
H -4.15 -0.36 -1.91 0.100
H -1.01 -2.95 -1.81 0.091
H -1.57 2.50 -3.48 0.079
H -0.68 2.97 1.75 0.106
H -0.48 -1.29 -3.72 0.089
H 2.04 0.91 -1.02 0.103
C -5.78 0.25 -4.40 -0.210
C -7.29 0.06 -4.60 -0.150
C 1.25 -1.56 0.25 -0.225
H 0.33 0.31 -3.51 0.078
O -1.67 -0.06 1.82 -0.420
H -2.64 -1.49 -4.44 0.131
C -0.55 -0.21 -3.91 -0.011
H -8.04 -1.36 -3.14 0.108
C 1.19 1.45 -0.61 -0.240
C -0.68 -2.81 0.40 -0.180
H -2.36 1.73 -4.89 0.103
C 0.93 1.72 0.77 -0.214
C -6.60 -0.07 -2.23 -0.172
H -0.67 0.32 5.03 0.080
O -2.14 0.06 -1.98 -0.260
H 0.55 -2.34 2.22 0.095
```